# 1
{
  "formula": "H6N3OP",
  "method": "ωB97M-V/def2-TZVPD",
  "e_above_lowest_ev": 0.571,
  "smiles": "N=P(N)(N)O",
  "symbols": ["N", "P", "N", "N", "O", "H", "H", "H", "H", "H", "H"],
  "positions_angstrom": [[1.654, -0.734, 0.195], [0.269, -0.069, 0.014], [-0.867, -0.746, -1.000], [-0.642, 0.447, 1.331], [0.525, 1.512, -0.824], [1.617, -1.645, 0.624], [-1.817, -0.421, -0.982], [-0.755, -1.713, -1.249], [-0.042, 0.791, 2.068], [-1.314, 1.163, 1.081], [1.372, 1.415, -1.258]],
  "lowdin_charge": [-0.19, 0.47, -0.08, -0.09, -0.26, -0.03, 0.05, 0.05, 0.05, 0.04, 0.01]
}

=====

# 2
{
  "formula": "H6N4O4S2",
  "method": "ωB97M-V/def2-TZVPD",
  "e_above_lowest_ev": 0.000,
  "symbols": ["N", "N", "N", "N", "O", "O", "O", "O", "S", "S", "H", "H", "H", "H", "H", "H"],
  "positions_angstrom": [[2.965, 0.201, -0.801], [-1.664, 1.403, 0.424], [1.926, -0.772, -0.751], [-0.617, -0.526, -0.816], [-2.275, -1.070, 1.071], [-3.053, 0.133, -1.146], [0.435, -1.677, 1.009], [0.784, 0.703, 0.946], [-1.946, -0.111, -0.211], [0.610, -0.522, 0.225], [3.558, -0.034, -0.021], [2.611, 1.187, -0.782], [-2.284, 2.174, 0.331], [-0.917, 1.404, 1.082], [-1.639, -1.748, 1.182], [1.508, -0.745, -1.744]],
  "lowdin_charge": [-0.02, -0.05, -0.22, -0.32, -0.13, -0.28, -0.29, -0.31, 0.69, 0.48, 0.08, 0.10, 0.08, 0.03, 0.04, 0.13]
}

=====

Which E_HOMO belongs to each record? In order, -9.6 -10.6 eV.
Which frontier orbital gap belongs to each record? In order, 10.38 11.11 eV.
Which total energy belongs to each record? In order, -584.5120 -1319.8457 a.u..